Record 1
{"formula": "C6H8F3N3", "method": "wB97M-V/def2-TZVPD", "symbols": ["H", "N", "C", "C", "C", "C", "N", "C", "N", "C", "F", "F", "F", "H", "H", "H", "H", "H", "H", "H"], "xyz": [[0.0179, -2.6961, -0.6306], [0.2634, -2.1053, 0.2315], [-0.1596, -0.9421, 0.4672], [0.4599, 0.0296, 1.3963], [1.2436, 0.9074, 0.4262], [0.3444, 1.4693, -0.5875], [-0.7867, 0.9810, -0.9621], [-1.2304, -0.2343, -0.3572], [-1.6994, -1.1018, -1.5141], [-2.6110, 0.1942, 0.3721], [-2.4413, 0.9131, 1.4678], [-3.3131, 0.9191, -0.4657], [-3.3724, -0.8441, 0.6219], [-0.2522, 0.6783, 1.9524], [1.0494, -0.4907, 2.0433], [1.9464, 0.2072, -0.0905], [1.8159, 1.8514, 0.9529], [0.8152, 2.3784, -1.0110], [-2.0443, -2.0655, -1.1970], [-2.4122, -0.5924, -2.0756]], "nbo_charge": [0.38, -0.63, 0.30, -0.47, -0.47, 0.16, -0.41, 0.08, -0.85, 0.96, -0.32, -0.32, -0.32, 0.23, 0.23, 0.25, 0.23, 0.19, 0.38, 0.39], "relative_energy_kj_mol": 128.6, "molar_mass_g_mol": 179.15, "lumo_energy_ev": 0.775, "homo_lumo_gap_ev": 10.2, "smiles": "[H]/N=C1/CCC=N[C@]1(N)C(F)(F)F", "charge": 0, "spin_multiplicity": 1}

***

Record 2
{"formula": "C6H8F6N2", "method": "wB97M-V/def2-TZVPD", "symbols": ["C", "C", "C", "C", "C", "C", "N", "N", "F", "F", "F", "F", "F", "F", "H", "H", "H", "H", "H", "H", "H", "H"], "xyz": [[-0.5401, -1.4779, 0.9850], [2.4475, 1.3619, -1.0324], [-0.0639, 1.7685, -1.4929], [1.0011, 0.8335, -0.9739], [-1.2608, -1.6682, 2.2209], [-1.4447, -1.6221, -0.1934], [0.2139, -0.1257, 1.0602], [0.9342, 0.7946, 0.4285], [-2.4498, -0.9977, 2.3920], [-1.4376, -3.0026, 2.3729], [-0.5387, -1.2739, 3.3014], [-0.8023, -1.8759, -1.2980], [-2.3828, -2.6207, -0.0476], [-2.1423, -0.5118, -0.5102], [2.2226, 2.4531, -0.7895], [3.0146, 1.0325, -0.2179], [2.8129, 1.2706, -2.0291], [0.1792, 1.9291, -2.5435], [-0.0342, 2.7479, -1.0403], [-1.1699, 1.3924, -1.2092], [1.0320, -0.2612, -1.4713], [0.4092, -0.1464, 2.0883]], "nbo_charge": [-0.28, -0.59, -0.63, -0.12, 0.92, 0.94, -0.17, -0.10, -0.33, -0.31, -0.34, -0.31, -0.32, -0.34, 0.20, 0.23, 0.22, 0.23, 0.22, 0.25, 0.21, 0.42], "relative_energy_kj_mol": 122.8, "molar_mass_g_mol": 222.13, "lumo_energy_ev": [-0.994, -0.998], "homo_lumo_gap_ev": [8.3, 8.3], "charge": 0, "spin_multiplicity": 1}

***

Record 3
{"formula": "C6H8FN", "method": "wB97M-V/def2-TZVPD", "symbols": ["C", "C", "C", "C", "C", "C", "H", "H", "H", "H", "H", "H", "H", "H", "N", "F"], "xyz": [[0.7630, 0.1616, -0.5712], [0.2937, 0.7495, 0.7872], [-0.9470, 1.3006, 0.0247], [-0.7493, -0.0780, -0.6571], [-1.0134, -1.0516, 0.5046], [-0.2913, -0.4932, 1.4724], [1.5048, -1.4646, -1.5353], [2.6224, -0.7451, -0.6005], [1.0353, 1.0223, -1.1853], [0.9407, 1.3537, 1.4012], [-1.8773, 1.3752, 0.5686], [-0.7941, 2.1184, -0.6929], [-1.5771, -1.9921, 0.4834], [-0.1658, -0.8925, 2.4905], [1.6255, -0.9869, -0.6216], [-1.3702, -0.3773, -1.8687]], "nbo_charge": [-0.05, -0.26, -0.40, 0.31, -0.23, -0.18, 0.37, 0.36, 0.18, 0.22, 0.22, 0.21, 0.23, 0.22, -0.84, -0.35], "relative_energy_kj_mol": 185.5, "molar_mass_g_mol": 113.13, "lumo_energy_ev": 1.012, "homo_lumo_gap_ev": 10.2, "charge": 0, "spin_multiplicity": 1}

***

Record 4
{"formula": "C6H8INO", "method": "wB97M-V/def2-TZVPD", "symbols": ["C", "C", "C", "C", "C", "C", "N", "O", "I", "H", "H", "H", "H", "H", "H", "H", "H"], "xyz": [[1.1768, -1.5691, 0.7091], [0.1252, -0.9421, 2.5879], [0.4696, -0.6933, 0.0415], [-1.5151, 0.2038, -1.1063], [0.4513, 1.7189, -0.7275], [0.0308, 0.2797, -0.9534], [-0.3831, 0.0604, 2.0224], [1.0174, -1.8054, 1.9800], [0.8389, -0.5787, -2.9177], [1.6712, -2.4280, 0.1411], [0.0328, -1.0153, 3.6956], [-1.7925, 1.0183, -0.4979], [-1.8290, 0.3867, -2.0931], [-1.8580, -0.8405, -0.6778], [1.4692, 1.9613, -0.9925], [0.2307, 2.0040, 0.3149], [-0.1363, 2.2393, -1.5264]], "nbo_charge": [0.00, 0.23, 0.07, -0.62, -0.65, -0.11, -0.22, -0.44, -0.04, 0.21, 0.21, 0.22, 0.22, 0.23, 0.23, 0.24, 0.22], "relative_energy_kj_mol": 0.0, "molar_mass_g_mol": 237.04, "lumo_energy_ev": [0.582, -2.429], "homo_lumo_gap_ev": [7.7, 6.7], "s_squared": 2.032, "charge": 0, "spin_multiplicity": 3}

***

Record 5
{"formula": "C6H8INO2", "method": "wB97M-V/def2-TZVPD", "symbols": ["C", "C", "C", "O", "C", "N", "C", "C", "I", "O", "H", "H", "H", "H", "H", "H", "H", "H"], "xyz": [[0.2898, -1.8637, 0.3790], [0.3011, -0.5529, 0.6379], [-0.6422, 0.1372, 1.5624], [-0.0558, 1.0590, 2.4706], [1.3121, 0.3648, -0.0270], [0.8145, 0.6957, -1.3938], [-0.3698, 0.7979, -1.8963], [-1.7286, 1.0467, -1.8731], [-2.8388, -0.7972, -1.5728], [-0.8373, 0.8867, -3.0998], [-0.3772, -2.6195, 0.8478], [0.9503, -2.3151, -0.2138], [-1.1269, -0.4643, 2.2704], [-1.5427, 0.6507, 1.0847], [0.8375, 0.9739, 2.6912], [1.3759, 1.4074, 0.3929], [2.1563, -0.1812, -0.0869], [1.4817, 0.7739, -2.1734]], "nbo_charge": [-0.32, -0.05, -0.12, -0.73, -0.24, -0.54, 0.52, -0.18, -0.01, -0.47, 0.22, 0.18, 0.20, 0.21, 0.47, 0.24, 0.22, 0.41], "relative_energy_kj_mol": 387.1, "molar_mass_g_mol": 253.04, "lumo_energy_ev": 0.254, "homo_lumo_gap_ev": 8.1, "smiles": "C=C(CO)CNC1=C(I)O1", "charge": 0, "spin_multiplicity": 1}

***

Record 6
{"formula": "C6H8InO6", "method": "wB97M-V/def2-TZVPD", "symbols": ["O", "In", "O", "C", "O", "C", "C", "H", "H", "H", "H", "O", "C", "C", "O", "O", "C", "H", "H", "H", "H"], "xyz": [[-0.4580, 1.5230, -1.2293], [-1.8279, 2.0048, 0.1244], [-1.3966, 3.4621, -1.1024], [-0.5084, 2.8256, -1.7602], [0.2160, 3.1618, -2.6642], [0.5047, 0.5728, -1.7104], [0.0977, -0.7984, -1.3190], [0.5573, 0.6807, -2.8065], [1.4907, 0.8361, -1.3039], [-0.9584, -1.0648, -1.4060], [0.7912, -1.5974, -1.5864], [-1.0994, -1.3974, 2.0353], [-0.9430, -0.1532, 1.6673], [0.0955, -2.1164, 1.6137], [-1.8504, 0.5700, 1.2710], [0.3211, 0.1810, 1.6724], [1.0996, -1.0013, 1.9782], [0.9525, -2.8279, 1.0445], [1.9898, -0.9782, 1.3426], [1.4185, -0.9825, 3.0254], [-0.4925, -2.9004, 1.1135]], "mulliken_charge": [-0.19, 1.11, -0.36, 0.72, -0.40, -0.07, -0.90, 0.45, 0.31, 0.32, 0.41, -0.31, 0.90, -0.35, -0.35, -0.27, -0.38, 0.24, 0.36, 0.35, 0.42], "relative_energy_kj_mol": 771.9, "molar_mass_g_mol": 290.94, "lumo_energy_ev": [-10.879, -10.905], "homo_lumo_gap_ev": [4.8, 4.8], "s_squared": 0.754, "charge": 2, "spin_multiplicity": 2}